Computed, not measured: 2 unconnected molecules or ions with the total composition C3H11NS in a non-equilibrium geometry, with wB97M-V/def2-TZVPD.

As for the structure (SMILES): CNC.CS. The energy above the lowest of the compared OMol25 structures with the same formula, charge and spin comes out at 19.50 kcal per mole. The total energy comes out at -573.80044 Eh. The value obtained for the HOMO energy is -8.554 eV. As for the molecular weight: 93.195 g mol⁻¹. Its largest force on an atom is 1.04 eV/Å.

Atoms and positions in Å:
C: 1.575 -2.384 4.513
S: 1.066 -3.674 3.324
H: 2.650 -2.221 4.449
H: 1.030 -1.502 4.202
H: 1.228 -2.632 5.506
C: -1.778 2.269 -3.230
N: -1.100 2.082 -1.971
C: -0.240 0.889 -1.911
H: -2.070 1.301 -3.637
H: -2.672 2.891 -3.106
H: -1.171 2.739 -4.022
H: 2.181 -4.377 3.225
H: -0.557 2.874 -1.650
H: -0.863 0.011 -2.095
H: 0.193 0.841 -0.915
H: 0.527 0.894 -2.681